1.
C39H63BrInN7O4S2Si2 | ωB97M-V with the def2-TZVPD basis set

XYZ file:
```
119
Properties=species:S:1:pos:R:3:forces:R:3
In 0.2504 -0.0372 -0.1130 0.561 -0.631 -0.085
C -1.6436 -0.4728 3.4244 0.063 -0.062 -0.026
C -1.8293 -1.4751 2.3232 -0.031 -0.098 0.064
C -2.6042 -2.6054 2.4856 0.064 -0.029 -0.006
C -2.7228 -3.4990 1.4207 0.004 0.103 -0.011
C -2.1381 -3.2159 0.2060 0.056 0.133 -0.116
C -1.4298 -2.0134 0.0652 -0.453 -0.595 0.288
N -1.2432 -1.2196 1.1424 0.116 0.237 -0.148
N -0.8916 -1.5478 -1.1073 0.593 0.698 0.023
Si -1.9935 -1.4183 -2.5128 -0.055 0.215 0.046
C -3.5748 -0.6520 -1.8258 0.222 -0.189 -0.183
C -2.3188 -3.0963 -3.2920 0.000 0.376 0.047
C -1.1629 -0.2261 -3.7130 -0.178 -0.288 0.074
H -1.2225 -0.9437 4.3133 0.000 0.012 0.014
H -2.6099 -0.0501 3.7018 0.021 0.039 0.026
H -0.9905 0.3375 3.0987 -0.034 0.025 0.008
H -3.0917 -2.7924 3.4316 0.010 -0.021 0.005
H -3.2851 -4.4160 1.5389 -0.015 0.011 0.033
H -2.2146 -3.8839 -0.6385 -0.043 -0.047 0.022
H -4.0555 -1.3265 -1.1139 -0.005 -0.003 0.005
H -4.3002 -0.4425 -2.6136 0.008 -0.004 -0.028
H -3.3681 0.2867 -1.3051 0.028 0.019 -0.032
H -3.1651 -3.5985 -2.8220 0.010 -0.018 0.024
H -1.4549 -3.7608 -3.2609 0.045 0.039 0.013
H -2.5807 -2.9431 -4.3416 -0.014 -0.043 -0.016
H -0.6956 0.6190 -3.2000 -0.052 0.043 -0.010
H -1.9163 0.1822 -4.3896 -0.037 0.007 0.020
H -0.4141 -0.7124 -4.3412 0.016 0.011 0.017
C 4.7908 7.5830 -2.6068 0.071 0.029 -0.078
C 3.8922 6.3553 -2.6505 0.237 -0.127 -0.402
S 4.3064 5.4164 -4.1354 -0.420 -0.290 0.346
O 3.9124 6.1656 -5.2862 -0.154 0.109 -0.095
O 5.6582 4.9476 -3.9900 0.137 -0.047 0.060
C 3.2255 3.9364 -4.0216 0.402 0.340 0.016
C 4.0582 2.7322 -3.5866 0.109 0.301 -0.081
N 3.2231 1.6647 -3.0322 -0.133 -0.115 -0.125
C 2.8928 1.5386 -1.7342 0.068 -0.038 0.006
N 2.0852 0.4916 -1.5534 -0.614 -0.109 0.033
C 1.9018 -0.0832 -2.7784 0.182 -0.042 -0.347
C 2.5891 0.6375 -3.7036 -0.128 -0.130 0.420
N 2.6049 0.4105 -5.1233 -0.030 -0.059 -0.148
O 2.0417 -0.5977 -5.4927 0.088 0.120 0.019
O 3.1484 1.2358 -5.8308 -0.067 -0.069 0.093
C 3.4506 2.3996 -0.6616 0.052 0.075 -0.051
H 4.6067 8.1665 -1.7058 -0.025 -0.031 0.010
H 4.6057 8.2181 -3.4718 -0.019 0.017 0.023
H 5.8380 7.2837 -2.6250 0.001 0.036 0.055
H 2.8357 6.6150 -2.7197 -0.029 -0.057 0.033
H 4.0832 5.6800 -1.8133 -0.090 0.002 0.046
H 2.8067 3.8002 -5.0170 -0.068 0.015 0.017
H 2.4306 4.1691 -3.3109 -0.046 -0.009 -0.047
H 4.7857 3.0297 -2.8353 -0.032 -0.121 0.060
H 4.6027 2.3461 -4.4393 0.082 -0.071 0.073
H 1.3066 -0.9686 -2.9230 -0.011 0.044 -0.051
H 4.5406 2.4128 -0.7207 -0.011 0.004 0.029
H 3.1584 2.0099 0.3091 -0.033 -0.018 -0.008
H 3.0945 3.4280 -0.7518 -0.012 -0.001 0.028
C 1.5635 5.9233 0.6898 -0.140 -0.012 0.131
C 2.0036 5.7414 2.1548 -0.186 -0.342 -0.127
C 2.1702 7.1277 2.8044 -0.253 -0.044 0.220
C 3.3528 5.0080 2.1457 -0.123 -0.006 0.105
Si 0.6974 4.7878 3.1866 0.123 0.161 0.241
Br 0.2336 2.2890 0.8491 -0.105 0.429 0.190
C -1.1453 5.3045 3.1302 0.186 -0.210 -0.226
C -1.4869 5.9783 1.7916 0.100 -0.011 0.098
C -2.1008 4.1123 3.3183 0.104 -0.034 0.024
C -1.3621 6.3196 4.2705 0.355 -0.040 0.096
C 1.3456 3.6621 4.6003 -0.252 -0.071 -0.249
C 2.1070 4.5558 5.5989 -0.055 0.258 -0.219
C 2.2880 2.5594 4.0832 -0.005 0.121 -0.124
C 0.1802 2.9842 5.3350 0.014 0.075 -0.058
H 2.4009 6.3441 0.1298 0.061 -0.015 -0.016
H 0.7324 6.6170 0.5964 0.046 -0.044 -0.074
H 1.2752 4.9735 0.2336 0.042 0.054 -0.098
H 2.8956 7.7033 2.2252 0.027 -0.023 -0.016
H 2.5349 7.0680 3.8319 0.033 0.029 -0.012
H 1.2336 7.6899 2.8074 0.034 0.049 -0.015
H 4.0580 5.5706 1.5296 -0.020 0.044 -0.012
H 3.2497 4.0097 1.7174 0.094 -0.004 0.017
H 3.7882 4.9265 3.1408 0.032 -0.033 -0.036
H -1.2947 5.3151 0.9466 -0.026 0.070 -0.049
H -0.9419 6.9120 1.6570 -0.029 -0.011 -0.043
H -2.5501 6.2244 1.7900 -0.025 -0.015 0.023
H -1.8888 3.3097 2.6097 -0.086 -0.024 0.032
H -3.1185 4.4609 3.1333 -0.009 0.033 -0.022
H -2.0749 3.7136 4.3290 -0.023 -0.014 -0.057
H -0.7423 7.2111 4.1509 -0.050 0.034 0.027
H -1.1595 5.8910 5.2543 -0.045 0.021 0.019
H -2.4066 6.6369 4.2542 -0.021 -0.007 -0.011
H 2.9594 5.0587 5.1395 0.009 -0.006 0.063
H 2.4894 3.9291 6.4070 -0.024 -0.027 0.014
H 1.4597 5.3148 6.0439 0.025 0.005 0.054
H 3.2401 2.9597 3.7427 -0.006 -0.074 -0.005
H 1.8356 1.9939 3.2658 0.051 -0.049 0.052
H 2.4958 1.8710 4.9055 -0.021 -0.002 0.043
H -0.5082 3.7114 5.7662 -0.026 -0.058 0.008
H 0.5774 2.3895 6.1602 0.061 -0.001 -0.001
H -0.3739 2.3160 4.6740 -0.029 -0.007 0.058
S 5.3718 -2.9894 3.3061 0.186 0.122 -0.199
C 4.0020 -2.2929 2.4096 -0.122 0.058 0.003
C 3.8815 -2.4445 1.0307 -0.049 -0.045 0.083
C 2.8180 -1.8523 0.3826 0.055 0.001 -0.030
N 1.9086 -1.1137 1.0292 -0.286 0.147 -0.089
C 2.0049 -0.9858 2.3563 -0.074 0.032 0.035
C 3.0231 -1.5664 3.0829 0.086 -0.058 -0.034
C 6.5586 -1.7382 2.7766 -0.216 -0.180 0.266
C 6.7436 -0.6289 3.5879 0.119 0.076 -0.091
C 7.6357 0.3460 3.1592 -0.106 -0.057 0.021
N 8.3036 0.2648 2.0148 0.151 0.134 -0.030
C 8.1390 -0.8180 1.2652 -0.083 -0.075 -0.024
C 7.2753 -1.8567 1.5990 0.097 0.071 -0.019
H 4.6038 -3.0244 0.4744 -0.021 -0.022 -0.015
H 2.6781 -1.9642 -0.6842 0.067 0.007 0.000
H 1.2410 -0.3845 2.8368 0.008 -0.053 0.024
H 3.0771 -1.4453 4.1556 -0.027 0.027 0.003
H 6.2164 -0.5319 4.5268 0.009 -0.001 0.013
H 7.8189 1.2306 3.7592 -0.015 -0.020 0.014
H 8.7251 -0.8597 0.3540 -0.022 -0.039 -0.001
H 7.1856 -2.7252 0.9613 -0.002 -0.026 0.024
```
Forces are in eV/Å.

Highest occupied orbital energy   -13.03 eV
Total charge   +2
Kohn-Sham gap   6.625 eV
2S+1   1
Relative energy (zero: lowest compared OMol25 entry of this formula, charge and spin)   207.6 kJ/mol



2.
C39H64CsF4N4O3PSe2 | ωB97M-V with the def2-TZVPD basis set

XYZ file:
```
118
Properties=species:S:1:pos:R:3:forces:R:3
Cs 0.5559 -3.1900 -2.0754 -0.332 0.258 0.042
C -1.3493 0.8510 -4.3372 0.103 -0.020 0.145
N -2.0667 -0.2945 -3.8226 -0.010 0.086 -0.112
C -2.8939 0.1125 -2.7085 0.115 -0.125 -0.037
C -2.8203 -0.9528 -4.8712 -0.157 -0.332 0.098
C -3.4008 -2.3069 -4.4663 -0.027 0.095 -0.170
N -2.3528 -3.2766 -4.3177 0.498 0.292 -0.050
C -2.6451 -4.4834 -3.9321 -0.438 -0.191 0.030
C -1.5882 -5.4477 -3.8212 0.276 -0.062 0.015
F -0.3336 -5.0408 -4.1929 -0.209 -0.216 0.004
C -1.7574 -6.7256 -3.3734 0.012 -0.270 -0.019
F -0.6824 -7.5586 -3.2998 -0.205 0.272 -0.022
C -3.0045 -7.2256 -3.0123 -0.019 0.039 -0.012
C -4.0702 -6.3498 -3.1539 0.011 -0.247 0.038
F -5.3195 -6.8120 -2.8410 0.314 0.244 -0.111
C -3.9274 -5.0620 -3.6016 -0.268 0.046 0.042
F -5.0860 -4.3301 -3.7329 0.320 -0.123 0.041
H -2.0287 1.6489 -4.6935 -0.068 0.031 -0.043
H -0.7165 1.2493 -3.5471 0.046 0.151 -0.057
H -0.7222 0.5463 -5.1714 0.084 -0.037 -0.123
H -3.7457 0.7433 -3.0270 -0.041 0.021 -0.029
H -3.2770 -0.7613 -2.1905 -0.118 -0.040 0.129
H -2.2806 0.6857 -2.0179 0.051 0.058 0.126
H -3.6515 -0.3051 -5.2271 0.083 0.046 0.025
H -2.1378 -1.1265 -5.7072 -0.053 0.018 -0.022
H -3.9860 -2.1968 -3.5440 -0.129 0.079 -0.121
H -4.1030 -2.6052 -5.2647 -0.042 0.139 0.141
H -3.1378 -8.2272 -2.6502 0.005 -0.163 0.065
O 5.0659 -4.5349 2.2581 -0.339 -0.374 0.212
C 5.9182 -3.5683 1.7098 0.469 0.242 -0.219
C 5.2252 -2.3704 1.0275 0.334 -0.085 0.035
C 6.3088 -1.2874 0.8383 -0.127 -0.255 -0.468
O 6.7903 -0.7503 2.0400 0.298 0.178 0.529
C 4.7380 -2.7145 -0.3731 -0.060 -0.119 -0.379
Se 3.4724 -4.2108 -0.5629 -0.100 -0.407 0.053
C 4.0811 -1.8974 1.9168 -0.254 0.177 0.366
Se 3.6341 0.0092 1.8420 -0.276 0.759 -0.057
H 4.4344 -4.7727 1.5537 -0.084 -0.013 -0.080
H 6.6008 -4.0353 0.9742 -0.028 0.092 0.061
H 6.5243 -3.1936 2.5448 -0.042 0.037 -0.184
H 5.9055 -0.4870 0.2030 -0.028 -0.150 0.038
H 7.1728 -1.7227 0.3210 -0.047 -0.079 0.010
H 6.0341 -0.2583 2.4041 -0.156 0.176 0.034
H 5.5927 -2.9845 -1.0036 -0.012 0.194 0.065
H 4.2431 -1.8443 -0.8062 0.149 0.147 0.046
H 4.3097 -2.0996 2.9653 -0.033 -0.147 -0.150
H 3.1622 -2.4189 1.6516 0.209 -0.239 0.099
N -2.1398 -3.2043 0.4709 0.181 -0.120 -1.051
C -2.2972 -3.1341 1.6065 -0.043 0.079 0.043
N -2.4498 -3.0080 2.9004 0.063 0.146 0.518
C -3.6622 -2.4585 3.4648 -0.585 0.029 0.071
C -4.5184 -3.5612 4.0996 0.154 0.176 0.118
C -3.6847 -4.3553 5.1050 -0.101 -0.161 -0.235
C -2.4445 -4.9222 4.4135 0.037 0.207 0.184
C -1.6253 -3.7821 3.8044 0.240 -0.508 0.233
H -4.2182 -1.9425 2.6783 0.137 0.012 0.085
H -3.3811 -1.7240 4.2313 -0.025 -0.010 -0.086
H -4.8806 -4.2326 3.3176 -0.029 0.019 -0.049
H -5.3867 -3.1134 4.5892 -0.018 0.017 -0.046
H -4.2842 -5.1617 5.5364 0.039 0.049 0.029
H -3.3775 -3.6968 5.9215 0.016 0.024 0.093
H -2.7553 -5.6031 3.6175 0.070 -0.061 -0.011
H -1.8338 -5.4797 5.1258 0.050 -0.031 -0.054
H -0.7598 -4.1636 3.2579 -0.073 0.141 0.080
H -1.2700 -3.1135 4.5977 0.055 -0.043 -0.056
O 0.3815 1.8908 -1.7835 -0.337 -0.768 -0.995
P 0.6981 2.7354 -0.6188 0.802 0.868 1.186
C -0.0872 4.4030 -0.9830 0.240 -0.778 0.049
C 0.2048 5.6264 -0.1056 0.039 0.042 0.203
C -1.0605 6.1669 0.5540 0.104 0.194 -0.041
C -2.1039 6.5679 -0.4895 0.007 -0.011 0.103
C -2.2560 5.4979 -1.5864 -0.066 -0.083 0.086
C -1.5864 4.1864 -1.1837 -0.071 0.007 -0.355
C 0.2089 1.9100 0.9726 0.226 0.263 -0.635
C -0.8674 0.8730 0.6725 0.065 -0.302 0.022
C -1.2709 0.1707 1.9607 -0.095 0.027 -0.021
C -1.8975 1.1480 2.9713 -0.078 0.041 -0.035
C -1.6264 2.6002 2.5809 0.088 0.011 0.185
C -0.1650 2.7821 2.1800 -0.155 0.215 -0.027
C 2.5221 2.9262 -0.4331 -0.745 -0.122 -0.347
C 3.1330 3.6053 -1.6538 0.096 -0.194 -0.144
C 4.6471 3.6478 -1.4792 -0.019 0.083 -0.101
C 5.0440 4.5074 -0.2657 0.023 0.102 0.045
C 3.8564 4.7868 0.6556 0.045 -0.063 0.083
C 3.0375 3.5215 0.8817 -0.004 0.032 0.191
H 0.3370 4.5689 -1.9835 -0.011 -0.037 0.102
H 0.6299 6.4219 -0.7249 0.100 0.007 0.032
H 0.9432 5.3845 0.6576 0.113 0.123 0.019
H -0.8110 7.0345 1.1701 -0.015 -0.046 0.078
H -1.4740 5.4093 1.2192 -0.045 -0.048 0.108
H -1.8132 7.5207 -0.9393 -0.015 0.042 0.017
H -3.0600 6.7335 0.0121 -0.022 0.050 -0.012
H -1.7929 5.8473 -2.5124 -0.024 -0.028 -0.058
H -3.3146 5.3300 -1.7964 0.030 -0.003 -0.096
H -1.7262 3.4338 -1.9620 -0.049 -0.033 0.089
H -2.0425 3.8010 -0.2713 -0.098 -0.073 0.079
H 1.1302 1.3546 1.2075 -0.027 -0.023 0.012
H -0.4641 0.1392 -0.0239 -0.097 0.068 -0.120
H -1.7367 1.3354 0.2002 -0.078 -0.053 -0.105
H -0.3745 -0.2794 2.3887 0.059 -0.118 -0.006
H -1.9687 -0.6326 1.7250 0.063 -0.017 0.036
H -1.4767 0.9663 3.9633 -0.075 -0.008 0.066
H -2.9786 0.9871 3.0332 0.010 0.003 0.089
H -1.8632 3.2664 3.4166 -0.058 0.009 -0.058
H -2.2747 2.8802 1.7477 -0.052 0.083 -0.005
H 0.4677 2.5028 3.0254 0.066 0.068 0.036
H 0.0128 3.8361 1.9692 0.084 0.105 0.125
H 2.8032 1.8609 -0.4649 0.051 0.082 0.060
H 2.7469 4.6218 -1.7754 -0.051 0.066 -0.062
H 2.8614 3.0382 -2.5460 -0.013 0.068 -0.042
H 5.1259 4.0257 -2.3867 0.020 -0.050 0.016
H 4.9943 2.6259 -1.3259 0.028 -0.084 -0.054
H 5.4742 5.4585 -0.5969 0.050 -0.049 0.043
H 5.8049 3.9805 0.3106 0.113 0.043 0.005
H 3.2264 5.5684 0.2233 -0.023 0.080 0.017
H 4.2189 5.1587 1.6177 -0.033 0.070 -0.028
H 2.2086 3.7345 1.5542 0.008 0.013 0.214
H 3.6585 2.7719 1.3780 -0.017 -0.017 0.062
```
Forces are in eV/Å.

Highest occupied orbital energy   -1.42 eV
Total charge   -2
Kohn-Sham gap   4.880 eV
2S+1   1
Relative energy (zero: lowest compared OMol25 entry of this formula, charge and spin)   119.9 kJ/mol



- Number 1 is which compound?
  C39H63BrInN7O4S2Si2



- Which formula does entry 2 have?
  C39H64CsF4N4O3PSe2



- The lowest Kohn-Sham gap belongs to which entry?
  C39H64CsF4N4O3PSe2